ORCA calculation (ωB97M-V/def2-TZVPD) on a single C18H22FN3O molecule.

ORCA input file:
```
! RIJCOSX wB97M-V def2-TZVPD def2/J DEFGRID3
* xyz 0 1
F 6.03857 0.88658 1.54529
O 0.21008 -0.85240 -2.79132
N -2.39860 1.27948 0.09865
N 1.78308 0.52428 -1.93466
N -0.11154 -0.07675 -0.68219
C -1.30981 -0.89500 -0.51527
C 0.21032 -4.12818 1.04994
C 4.99215 0.78265 0.69689
C -2.49245 -0.06330 -0.12807
C -3.84962 3.21643 0.71934
C -3.79814 -0.43352 0.06782
C 3.93970 1.38122 -1.35242
C 2.84087 0.58176 -1.02958
C 0.58648 -0.19588 -1.84190
C -0.08506 -3.07007 -0.00569
C -0.00820 1.04743 0.21817
C -1.04904 -2.00818 0.51690
C -1.17198 2.01061 -0.03575
C 2.85453 -0.13265 0.16858
C 5.01493 1.48680 -0.49361
C -4.51405 0.72784 0.41770
C -3.62984 1.77462 0.42629
C 3.92677 -0.03063 1.03422
H 0.89146 -4.87913 0.65741
H -1.50180 -1.36707 -1.48702
H -3.54351 3.83967 -0.12168
H 3.94530 -0.58293 1.96014
H -1.08523 2.43067 -1.04746
H 0.93555 1.56990 0.07908
H -5.56194 0.78574 0.63575
H -1.14591 2.83253 0.68490
H -0.70723 -4.62413 1.35853
H 2.03219 -0.78297 0.41737
H -2.00331 -2.47458 0.76300
H -0.65315 -1.56578 1.43477
H -3.28675 3.53306 1.59932
H 2.06782 0.62058 -2.90169
H -0.52048 -3.54294 -0.88774
H -4.90509 3.38720 0.91012
H 0.84933 -2.60080 -0.32109
H 5.86495 2.10376 -0.73728
H 0.66679 -3.67771 1.92928
H 3.94538 1.92030 -2.28798
H -0.06289 0.68282 1.24943
H -4.20065 -1.42133 -0.03647
*
```

Summary:
Highest occupied orbital energy in eV: -7.8
Calculated total energy in eV: -28259.362
SMILES string: CCC[C@H]1c2ccc(C)n2CCN1C(=O)Nc1ccc(F)cc1

=====

ORCA calculation (ωB97M-V/def2-TZVPD) on a molecular structure, C18H22GeIMoN3O5 at a distorted geometry.

ORCA input file:
```
! RIJCOSX wB97M-V def2-TZVPD def2/J DEFGRID3
* xyz 2 1
I -1.77170 -2.45665 -0.81860
Mo 0.27464 -0.62170 -0.73179
Ge 2.68678 -3.02727 -0.11251
O -0.08770 -0.10405 -2.70666
O 0.58631 -0.09569 0.94820
O 0.71014 1.74643 -3.57961
O -1.73234 4.36125 0.07506
O 1.16490 1.14800 -1.52006
N -1.52333 0.67580 -0.54584
N 0.61137 1.01090 -2.68525
N 1.20575 2.52486 3.34200
C 0.32686 3.43164 2.93257
C -4.65699 1.02649 -2.54160
C -0.51045 2.02512 1.22074
C -4.99926 -0.30476 -2.72546
C -3.05506 -0.94539 -1.52570
C -1.56565 1.66597 0.26805
C 2.22764 -4.60905 -1.14385
C -4.18885 -1.31541 -2.21870
C -3.51210 1.37260 -1.83662
C -0.56356 3.24912 1.87819
C 1.66071 -1.73790 -1.35789
C 1.30127 1.35627 2.70922
C 2.33090 0.37618 3.17502
C 0.45386 1.10968 1.64112
C 1.93709 -3.12623 1.66974
C -1.52151 4.35226 1.48479
C 4.55541 -2.58810 -0.15652
C -2.70631 0.37879 -1.30447
H 5.07381 -3.40392 0.35045
H 2.00616 -4.16654 1.99118
H 0.33347 4.37353 3.47094
H -1.39733 5.18288 -0.29736
H 2.50706 -2.52083 2.36950
H -5.88989 -0.56781 -3.27917
H 1.86834 -0.40424 3.78240
H 4.76709 -1.65908 0.36941
H -4.44454 -2.35415 -2.37733
H 1.15316 -4.73249 -1.27714
H 2.83665 -0.10119 2.33814
H -5.27804 1.80717 -2.95855
H -2.48621 2.23526 0.32963
H -2.48305 4.21521 1.98589
H 3.06182 0.89865 3.78614
H 4.92615 -2.52016 -1.17765
H 1.96315 -1.98656 -2.37867
H 2.60102 -5.47095 -0.58756
H 2.70794 -4.58893 -2.12103
H -3.23483 2.41355 -1.71591
H -1.12075 5.30469 1.83036
H 0.89001 -2.83324 1.73283
*
```

Summary:
Highest occupied orbital energy in eV: -15.3
Calculated total energy in eV: -100182.750

=====

The E_LUMO results, record by record, are as follows: 0.6161; -8.4660 eV.
The Kohn-Sham gap results, record by record, are as follows: 8.38; 6.81 eV.
The energy above the lowest of the compared OMol25 structures with the same formula, charge and spin results, record by record, are as follows: 0.00; 159.21 kJ/mol.